[1]
The molecule C5H11NO. Source: the Open Molecules 2025 dataset; level of theory: ωB97M-V/def2-TZVPD.

The geometry in XYZ format:
```
18
Properties=species:S:1:pos:R:3
O -1.154 -3.119 1.740
C -0.447 -2.385 1.041
C -1.007 -1.689 -0.308
C -1.307 -0.213 -0.017
C -0.184 0.880 0.329
C 1.966 1.988 -0.485
N 0.905 0.930 -0.685
H 0.640 -2.272 1.144
H -0.282 -1.827 -1.103
H -1.980 -2.208 -0.566
H -2.157 -0.194 0.695
H -1.933 0.206 -0.797
H -0.580 1.831 0.591
H 0.242 0.412 1.213
H 1.959 2.378 0.626
H 2.966 1.527 -0.547
H 1.828 2.839 -1.179
H 0.525 0.917 -1.692
```

As for the SMILES: CNCCCC=O. Its spin multiplicity is 1. Its total charge is 0.



[2]
A cluster of 2 separate species, C5H11NO in total. Source: the Open Molecules 2025 dataset; level of theory: ωB97M-V/def2-TZVPD.

The geometry in XYZ format:
```
18
Properties=species:S:1:pos:R:3
C -0.236 1.636 0.317
N -0.318 0.851 -0.903
C 0.260 -0.384 -0.493
C -0.441 -1.379 0.305
C 1.143 -0.975 -1.660
C 1.719 -0.149 -0.591
H 0.744 1.420 0.944
H -0.235 2.749 0.165
H -1.083 1.314 0.995
H 0.380 1.292 -1.595
H -0.128 -1.373 1.334
H -1.511 -1.131 0.377
H 1.129 -2.180 -1.550
H 0.772 -0.648 -2.752
H 2.487 -0.408 0.188
H -2.320 1.135 2.878
H -0.318 -2.417 -0.049
O -2.045 0.649 2.089
```

Its spin multiplicity is 1. Its total charge is 0.



The records above yield energy above the lowest of the compared OMol25 structures with the same formula, charge and spin values of 248.8, 998.2 kJ/mol, respectively.
The records above yield E values of -327.0366, -326.7512 a.u., respectively.